The following is a quantum chemistry calculation of 5 unconnected molecules or ions with the total composition C22H49N2O9 in a non-equilibrium geometry, from the Open Molecules 2025 dataset.

Charge: +1
LUMO in eV: -5.07
Electronic energy in Eh: -1653.7689
HOMO level in eV: -10.5429
Frontier orbital gap in Eh: 0.2012

```
82
Properties=species:S:1:pos:R:3:forces:R:3
C 4.379 1.470 -4.061 0.784 -1.139 0.507
O 4.485 2.881 -4.367 -1.321 -0.207 -1.380
C 3.681 3.250 -5.478 0.925 1.099 0.362
N 2.219 3.026 -5.098 0.623 -1.511 -2.756
C 1.500 2.167 -5.901 -2.755 -0.567 0.369
C 0.045 1.831 -5.665 1.823 2.966 3.627
C -0.462 2.531 -4.408 3.383 -0.456 -2.439
C 0.547 3.414 -3.719 -1.096 0.155 0.750
N 1.865 3.707 -4.030 -4.302 -2.104 -0.342
H 4.752 0.842 -4.942 -0.470 0.821 1.136
H 3.337 1.121 -3.770 1.063 0.679 -0.389
H 5.043 1.278 -3.146 -0.969 0.386 -1.482
H 3.752 4.377 -5.680 0.157 -1.647 0.649
H 3.947 2.732 -6.454 -0.610 0.151 1.318
H 2.009 1.689 -6.799 -0.395 0.934 1.543
H -0.564 1.128 -6.298 0.904 0.931 0.788
H -1.507 2.412 -4.001 1.457 0.145 -0.534
H 0.172 3.939 -2.772 0.741 -0.760 -1.586
C 2.683 -0.294 0.118 0.068 -0.081 -0.143
O 3.457 0.774 -0.413 -0.229 0.049 0.196
C 3.103 2.035 0.155 0.474 -0.003 -0.165
C 4.092 2.456 1.237 -0.480 -0.060 0.326
O 4.034 1.582 2.360 0.121 -0.066 -0.432
C 5.092 0.632 2.365 -0.041 0.013 0.130
H 3.171 -1.232 -0.151 0.010 0.086 -0.058
H 2.606 -0.243 1.206 -0.006 0.065 -0.021
H 1.680 -0.279 -0.323 -0.062 -0.047 0.100
H 2.079 2.012 0.545 0.100 -0.049 0.087
H 3.135 2.771 -0.656 0.017 0.053 0.013
H 3.817 3.453 1.592 0.015 0.011 -0.046
H 5.109 2.510 0.836 -0.044 -0.062 -0.063
H 6.021 1.113 2.680 0.084 -0.064 -0.038
H 5.232 0.172 1.383 -0.009 0.052 0.013
H 4.841 -0.152 3.080 -0.038 0.110 0.024
C -4.329 -2.389 -3.713 -0.107 -0.181 0.085
O -3.175 -2.814 -2.999 0.164 0.349 -0.315
C -1.978 -2.657 -3.756 -0.055 -0.092 0.542
C -1.219 -1.403 -3.336 -0.110 -0.095 -0.505
O -1.949 -0.218 -3.659 0.052 -0.003 0.156
C -2.620 0.327 -2.528 -0.059 0.049 -0.055
H -5.149 -2.289 -3.002 0.089 -0.075 0.015
H -4.177 -1.425 -4.204 0.045 -0.011 -0.008
H -4.600 -3.142 -4.460 -0.041 0.091 -0.043
H -2.193 -2.646 -4.830 0.011 0.098 0.062
H -1.353 -3.531 -3.550 0.039 0.039 -0.028
H -0.277 -1.360 -3.894 0.037 -0.040 0.016
H -0.976 -1.432 -2.269 -0.098 -0.023 -0.011
H -1.901 0.842 -1.884 -0.026 -0.021 0.179
H -3.141 -0.442 -1.953 0.051 0.074 -0.013
H -3.356 1.049 -2.884 0.019 -0.045 -0.040
C -5.271 -1.157 0.540 0.026 0.039 -0.181
O -4.776 0.175 0.589 -0.129 -0.155 0.206
C -5.376 0.938 1.635 0.444 0.212 -0.111
C -4.457 1.033 2.848 -0.496 -0.293 0.204
O -4.269 -0.239 3.460 0.177 0.143 -0.398
C -3.028 -0.833 3.101 -0.060 -0.049 0.161
H -4.599 -1.746 -0.088 0.004 0.077 -0.019
H -5.312 -1.617 1.529 -0.005 0.056 0.007
H -6.269 -1.165 0.090 -0.024 -0.089 0.065
H -6.351 0.522 1.910 0.122 -0.037 0.051
H -5.542 1.945 1.241 -0.021 0.004 0.034
H -4.929 1.680 3.594 0.008 0.033 -0.037
H -3.496 1.479 2.575 -0.016 -0.037 -0.078
H -2.215 -0.352 3.651 0.120 -0.046 -0.055
H -2.836 -0.761 2.027 -0.028 0.031 0.023
H -3.062 -1.887 3.375 -0.033 0.079 0.067
C 2.206 -0.884 6.342 0.084 -0.056 0.179
O 1.597 -1.982 7.007 -0.199 0.200 -0.334
C 0.175 -1.958 6.905 0.223 -0.458 0.114
C -0.321 -2.919 5.829 -0.184 0.516 -0.063
O 0.091 -2.501 4.529 0.242 -0.161 0.150
C 1.216 -3.229 4.058 -0.105 0.081 -0.037
H 3.270 -1.101 6.234 -0.051 -0.040 0.096
H 1.783 -0.719 5.349 -0.053 -0.007 0.013
H 2.092 0.023 6.945 0.014 0.060 -0.102
H -0.186 -0.940 6.721 0.022 -0.079 -0.092
H -0.220 -2.282 7.873 -0.035 0.005 -0.030
H -1.415 -2.915 5.835 0.007 -0.018 0.031
H 0.013 -3.940 6.034 0.072 0.060 0.029
H 0.901 -4.225 3.732 0.096 -0.084 -0.001
H 1.991 -3.322 4.822 -0.058 -0.003 0.001
H 1.634 -2.694 3.204 -0.099 0.018 0.004
```
Positions in Å, forces in eV/Å.

The following is a quantum chemistry calculation of a molecular structure, C36H56IrN3O2P2, from the Open Molecules 2025 dataset.

Charge: +2
LUMO (spin up / spin down) in eV: -4.52 / -6.52
Expectation value of S²: 6.02
Electronic energy in Eh: -2506.5789
HOMO level (spin up / spin down) in eV: -10.6795 / -13.6131
Frontier orbital gap (spin up / spin down) in Eh: 0.2265 / 0.2608
Spin multiplicity: 5

```
100
Properties=species:S:1:pos:R:3:forces:R:3
Ir -0.629 -0.310 0.130 0.889 -0.023 -0.202
C 1.687 -3.001 2.811 0.049 -0.012 0.011
C 1.396 -1.599 3.331 -0.017 -0.092 -0.137
C 2.526 -1.123 4.246 0.019 -0.033 0.036
P 0.955 -0.316 2.063 -0.290 0.391 -0.117
C 0.159 0.961 3.159 -0.021 0.003 0.006
C -1.189 0.438 3.675 -0.004 -0.008 -0.003
C -0.075 2.269 2.410 -0.047 0.047 0.006
C 2.486 0.519 1.484 -0.013 -0.089 -0.022
C 3.039 1.543 2.260 -0.015 0.029 0.043
C 4.076 2.344 1.811 0.002 0.004 -0.002
C 4.600 2.144 0.545 0.034 0.041 0.041
C 4.102 1.118 -0.237 0.019 -0.027 0.027
C 3.068 0.321 0.234 -0.020 -0.204 -0.142
N 2.797 -0.859 -0.654 -0.038 0.123 -0.014
C 2.600 -0.574 -2.099 0.067 -0.048 0.337
C 3.517 -1.224 -2.909 0.065 -0.029 -0.079
C 3.435 -1.132 -4.286 0.053 -0.041 0.002
C 2.412 -0.385 -4.838 -0.048 0.054 0.000
C 1.498 0.252 -4.013 0.027 -0.027 0.003
C 1.550 0.186 -2.614 -0.117 0.055 -0.108
P 0.258 1.081 -1.643 -0.289 -0.134 0.233
C 1.047 2.658 -1.074 0.072 0.068 0.009
C 2.146 3.234 -1.972 -0.023 0.036 -0.009
C -0.007 3.724 -0.755 0.079 0.050 -0.004
C -1.036 1.459 -2.922 0.018 0.091 -0.040
C -2.422 1.634 -2.298 -0.023 0.064 -0.009
C -0.751 2.630 -3.883 -0.085 -0.038 0.002
H 1.610 -3.705 3.641 0.016 0.018 -0.010
H 2.699 -3.070 2.414 -0.004 0.007 -0.025
H 1.001 -3.319 2.029 -0.014 0.023 -0.004
H 0.472 -1.640 3.911 -0.026 -0.046 0.007
H 3.449 -0.959 3.687 -0.004 -0.011 -0.004
H 2.726 -1.906 4.980 -0.007 0.025 0.005
H 2.286 -0.216 4.800 0.006 -0.003 -0.032
H 0.806 1.137 4.020 0.005 0.006 0.031
H -1.899 0.317 2.853 0.043 -0.004 0.000
H -1.603 1.165 4.377 0.013 -0.008 -0.017
H -1.124 -0.515 4.198 0.002 0.033 -0.010
H -0.565 2.065 1.454 -0.017 -0.042 -0.009
H 0.835 2.825 2.192 0.017 -0.013 0.016
H -0.741 2.919 2.981 0.056 -0.009 0.015
H 2.636 1.730 3.246 0.025 0.000 -0.015
H 4.471 3.121 2.452 -0.010 -0.015 -0.009
H 5.410 2.760 0.176 -0.024 -0.008 0.008
H 4.531 0.924 -1.214 -0.012 0.005 0.040
H 4.304 -1.821 -2.460 -0.022 0.021 -0.024
H 4.159 -1.639 -4.910 -0.014 0.013 0.013
H 2.319 -0.290 -5.912 -0.012 -0.002 0.028
H 0.720 0.817 -4.493 -0.050 0.019 -0.039
H 1.507 2.357 -0.129 0.004 0.019 -0.022
H 1.727 3.821 -2.789 -0.016 -0.035 -0.035
H 2.797 2.471 -2.400 -0.031 0.018 0.034
H 2.770 3.907 -1.381 -0.038 0.001 -0.021
H -0.438 4.143 -1.661 0.025 0.002 0.019
H 0.469 4.544 -0.213 -0.008 -0.021 0.000
H -0.818 3.350 -0.134 -0.035 -0.026 0.010
H -1.073 0.531 -3.497 0.030 -0.060 -0.011
H -2.458 2.506 -1.641 -0.005 -0.033 -0.030
H -2.730 0.759 -1.729 0.037 -0.004 -0.059
H -3.149 1.792 -3.097 0.021 0.022 0.008
H -1.134 3.565 -3.474 0.007 -0.018 -0.010
H -1.280 2.458 -4.822 -0.005 0.005 0.026
H 0.298 2.780 -4.120 0.047 -0.018 0.013
O -1.831 -2.054 1.387 0.086 -0.441 0.159
C -1.853 -3.475 1.121 -0.031 0.214 0.015
C -2.274 -3.796 -0.299 0.016 -0.024 -0.055
C -1.433 -3.063 -1.355 0.029 0.018 0.069
C 0.040 -3.153 -1.052 -0.009 0.091 -0.043
C 0.704 -4.352 -1.147 0.030 0.010 -0.038
C 2.072 -4.408 -0.772 -0.015 -0.085 -0.010
C 2.692 -3.276 -0.352 0.050 0.006 0.064
C 1.952 -2.065 -0.203 0.040 0.167 -0.028
N 0.635 -2.020 -0.614 -0.403 -0.207 0.116
H -2.728 -1.701 1.314 0.016 0.073 -0.059
H -2.505 -3.961 1.846 -0.033 -0.006 0.015
H -0.840 -3.821 1.301 0.053 -0.026 0.013
H -3.333 -3.566 -0.450 0.002 -0.008 0.003
H -2.170 -4.876 -0.430 -0.024 0.010 -0.019
H -1.725 -2.006 -1.395 -0.006 0.021 -0.028
H -1.643 -3.470 -2.345 0.010 -0.055 0.009
H 0.188 -5.228 -1.517 0.029 0.032 0.020
H 2.616 -5.342 -0.824 -0.014 0.014 0.004
H 3.742 -3.298 -0.070 -0.041 -0.004 -0.009
H 3.714 -1.303 -0.650 0.034 -0.017 0.030
C -5.487 -0.912 0.176 -0.035 0.084 0.052
N -5.135 0.427 0.646 0.033 0.040 -0.062
C -6.252 1.314 0.982 0.007 -0.067 -0.004
C -3.869 0.828 0.716 -0.073 -0.040 -0.006
C -3.598 2.243 1.130 -0.024 0.010 0.018
O -2.932 0.031 0.450 -0.134 0.081 0.082
H -6.193 -0.829 -0.650 -0.007 0.002 0.000
H -5.956 -1.479 0.980 0.003 -0.004 0.008
H -4.599 -1.430 -0.168 0.021 0.016 -0.030
H -7.141 0.702 1.109 -0.014 -0.005 0.014
H -6.443 2.037 0.189 0.014 -0.004 -0.029
H -6.070 1.841 1.916 0.013 0.004 0.009
H -4.246 2.947 0.610 0.014 -0.005 0.009
H -2.561 2.477 0.919 0.020 0.008 -0.002
H -3.771 2.362 2.203 0.003 -0.014 -0.040
```
Positions in Å, forces in eV/Å.

The following is a quantum chemistry calculation of a molecular structure, C16H47CuO15 in a non-equilibrium geometry, from the Open Molecules 2025 dataset.

Charge: +1
LUMO (spin up / spin down) in eV: -6.38 / -7.84
Expectation value of S²: 0.76
Electronic energy in Eh: -3406.3250
HOMO level (spin up / spin down) in eV: -12.3786 / -12.3766
Frontier orbital gap (spin up / spin down) in Eh: 0.2205 / 0.1668
Spin multiplicity: 2

```
79
Properties=species:S:1:pos:R:3:forces:R:3
Cu 2.622 -8.467 -25.640 -1.074 -0.156 0.017
C 0.052 -9.301 -23.206 -0.167 0.813 0.470
C -0.356 -8.379 -24.350 -0.639 -1.314 0.536
O 0.456 -8.343 -25.437 1.201 0.485 -0.123
H 0.908 -8.863 -22.684 0.179 -0.379 -0.063
H 0.214 -10.351 -23.450 0.259 0.085 -0.282
H -0.760 -9.288 -22.472 -0.012 0.031 -0.077
H -0.469 -7.344 -23.950 0.017 0.136 -0.214
H -1.389 -8.596 -24.695 0.054 0.228 -0.150
C -1.138 -11.998 -25.659 -1.349 -0.097 0.742
C -0.986 -13.372 -26.277 -0.853 0.481 -1.235
O 0.373 -13.704 -26.438 0.010 -0.254 0.638
O -0.261 -11.082 -26.313 0.301 0.053 0.604
H -1.073 -12.093 -24.564 1.259 0.210 -0.112
H -2.157 -11.583 -25.686 -0.108 -0.538 -0.715
H -1.467 -13.373 -27.266 0.048 0.144 0.021
H -1.567 -14.092 -25.704 0.532 -0.183 0.322
H 0.795 -12.897 -26.756 0.064 -0.089 -0.077
H 0.070 -10.504 -25.623 0.230 -0.037 -0.074
C 3.926 -13.193 -21.683 0.624 0.992 -1.550
C 2.732 -12.209 -21.608 -1.115 -1.417 0.710
O 1.922 -12.210 -22.790 0.283 0.504 -0.344
O 3.896 -14.066 -22.809 -0.347 -0.119 0.447
H 4.090 -13.741 -20.759 -0.095 0.057 0.147
H 4.782 -12.561 -21.936 0.316 -0.212 0.646
H 3.063 -11.202 -21.373 0.070 0.104 -0.263
H 2.034 -12.525 -20.824 0.419 0.207 0.346
H 1.307 -12.941 -22.694 -0.146 0.038 -0.134
H 2.982 -14.218 -23.064 -0.004 -0.128 -0.128
C 1.260 -4.198 -23.451 0.459 -0.216 -0.525
C 0.086 -4.233 -24.404 -0.010 0.594 0.213
O 0.262 -5.165 -25.467 0.066 0.029 0.176
O 1.156 -5.210 -22.447 -0.369 -0.069 0.128
H 1.366 -3.196 -23.033 -0.218 -0.221 0.560
H 2.186 -4.364 -24.013 -0.088 0.128 -0.157
H -0.031 -3.229 -24.812 0.034 -0.197 -0.457
H -0.838 -4.443 -23.857 0.044 -0.084 0.055
H 0.441 -6.001 -25.031 -0.055 -0.087 -0.179
H 1.763 -5.928 -22.635 0.216 0.193 0.085
C -2.875 -5.772 -22.286 0.187 -0.831 -0.041
C -3.224 -5.678 -20.829 0.565 1.298 0.983
O -4.596 -5.613 -20.545 -0.088 -0.436 -0.140
O -3.398 -4.737 -23.082 0.201 0.069 -0.155
H -3.292 -6.689 -22.720 -0.025 0.009 0.066
H -1.776 -5.875 -22.325 -0.053 0.245 -0.224
H -2.776 -4.752 -20.424 -0.128 0.088 -0.315
H -2.685 -6.414 -20.215 -0.410 -0.571 -0.382
H -5.081 -5.794 -21.356 -0.120 0.061 0.056
H -2.975 -3.899 -22.867 -0.092 0.024 0.179
C 0.585 -10.001 -19.622 0.052 0.312 -0.438
C 0.374 -10.957 -18.480 0.033 -0.210 0.394
O 0.216 -12.268 -19.015 0.192 0.225 -0.019
O 0.958 -8.747 -19.075 -0.097 0.202 0.213
H -0.339 -9.925 -20.209 0.057 -0.019 0.022
H 1.394 -10.326 -20.286 -0.231 -0.333 0.085
H -0.514 -10.668 -17.908 0.024 0.090 -0.075
H 1.231 -10.878 -17.800 0.015 -0.122 -0.102
H 0.156 -12.892 -18.285 -0.050 -0.043 -0.046
H 0.645 -8.036 -19.637 -0.041 0.032 0.031
C -2.880 -12.495 -22.447 1.366 0.206 0.724
C -1.921 -12.684 -21.275 -0.137 0.076 0.385
O -2.279 -13.774 -20.443 -0.092 -0.295 -0.105
O -2.965 -13.676 -23.212 -0.466 0.422 0.203
H -2.380 -11.724 -23.042 -0.486 0.044 -0.299
H -3.806 -12.083 -22.028 -0.339 -0.335 -0.500
H -1.871 -11.754 -20.695 0.053 -0.020 -0.050
H -0.911 -12.916 -21.617 -0.040 0.030 -0.126
H -3.003 -13.543 -19.854 -0.007 0.158 -0.053
H -3.225 -14.356 -22.576 0.075 -0.231 -0.159
C -2.722 -7.990 -27.904 -0.259 0.609 1.419
C -3.909 -8.892 -27.641 0.166 0.332 -0.880
O -3.797 -9.492 -26.368 0.245 -0.017 0.196
O -1.529 -8.748 -27.907 0.204 -0.503 -0.634
H -2.710 -7.311 -27.037 0.066 0.140 -0.218
H -2.855 -7.361 -28.784 0.214 -0.323 -0.294
H -3.979 -9.650 -28.431 -0.082 -0.006 0.093
H -4.789 -8.250 -27.689 -0.193 -0.284 0.266
H -2.918 -9.896 -26.375 -0.191 -0.101 -0.058
H -0.935 -8.518 -27.193 -0.126 0.297 -0.008
```
Positions in Å, forces in eV/Å.